Entry 1:
DFT (wB97M-V/def2-TZVPD) results for C28H21BrN2O3SiV as an isolated structure at a distorted geometry.

Computed properties:
ΔE to the lowest compared entry with this formula, charge and spin   19.1 kcal per mole
HOMO (alpha / beta)   -0.417 / -0.417 hartree

```
! wB97M-V def2-TZVPD RIJCOSX def2/J DEFGRID3
* xyz 1 1
C 2.54 0.56 -1.41
C 0.11 -2.06 3.39
N -1.17 1.66 1.42
C -3.33 4.38 0.17
C -1.48 4.00 -1.33
C -2.66 4.69 -0.97
C -1.77 1.33 2.54
H 0.59 -2.70 5.38
H -1.32 0.53 3.11
C 0.90 2.38 -1.81
H -4.38 3.49 2.54
N 0.19 2.23 -0.74
H -0.99 4.28 -2.25
C -3.48 2.97 2.23
O 1.17 0.80 2.60
C -0.61 -4.14 4.35
C 1.24 -2.82 -0.87
H -4.23 4.91 0.45
H -1.73 -3.86 1.17
C -0.31 -2.69 -3.17
C 2.73 1.98 -3.36
H -0.91 -2.65 -4.07
C 4.32 0.22 -2.96
Si -0.57 -1.30 0.69
H -0.63 -4.83 5.18
H 2.59 -4.01 -2.02
C -1.26 -4.47 3.16
H 5.20 -0.32 -3.28
C 0.89 -3.39 -3.17
H 4.02 -0.97 -1.19
C -0.73 -2.05 -2.02
H -3.03 5.46 -1.63
C 3.85 1.28 -3.75
H 1.84 -2.89 0.03
C -0.54 -2.37 2.19
C 3.67 -0.15 -1.80
H -1.67 -1.51 -2.02
O 1.53 2.10 2.03
H 1.22 -3.90 -4.07
H 0.60 3.14 -2.53
Br 4.76 1.73 -5.33
C -2.85 3.36 1.02
C -1.22 -3.59 2.09
C 0.03 -2.11 -0.85
C 1.66 -3.46 -2.02
H -1.89 -0.69 0.40
H -1.79 -5.41 3.07
C -2.94 1.97 2.98
H 0.66 -1.14 3.49
C -0.99 3.02 -0.52
C 2.06 1.63 -2.18
H -3.40 1.66 3.91
O 1.90 0.22 -0.28
V 0.79 1.00 0.85
C 0.08 -2.95 4.46
C -1.68 2.67 0.66
H 2.37 2.80 -3.97
*
```

Atom charges from the natural (NBO) analysis, given in e for atoms 1 to 6: C 0.36; C -0.13; N -0.46; C -0.16; C -0.18; C -0.18



Entry 2:
DFT (wB97M-V/def2-TZVPD) results for C28H21BrN4O8SSr as an isolated structure at a distorted geometry.

Computed properties:
ΔE to the lowest compared entry with this formula, charge and spin   45.3 kcal per mole
HOMO   -0.099 hartree

```
! wB97M-V def2-TZVPD RIJCOSX def2/J DEFGRID3
* xyz -2 1
H 0.00 -0.14 -0.70
H 0.91 -1.90 -2.33
C -1.44 2.51 -1.93
C 1.97 -2.09 1.30
H -2.41 2.44 -5.20
C -0.30 3.68 2.37
C 3.31 -4.08 1.26
C -1.61 0.77 -4.12
C -2.14 5.77 4.91
H -2.92 6.53 4.94
H -1.87 4.42 -0.99
H 1.94 -6.36 -5.19
C 1.49 -5.37 -5.18
C 0.94 -3.29 -4.06
O -2.73 1.43 2.46
N -0.91 3.14 0.31
C -1.41 3.44 -0.83
C -0.65 4.27 6.05
H 2.24 -0.79 3.79
H 3.38 -5.20 -0.58
H 0.54 3.01 4.78
O -1.08 0.70 4.02
H 0.81 -5.46 -7.19
H -0.81 -0.71 -2.79
H -0.24 -3.25 -7.19
O 0.68 2.90 2.34
Br 4.50 -5.25 2.19
C -1.10 0.32 -2.91
N 2.09 -4.81 -2.81
C 1.54 -4.58 -4.03
H -2.29 3.95 -3.25
C 0.85 -4.86 -6.29
Sr -0.62 1.23 1.66
C 0.29 -2.79 -5.18
N -1.03 4.01 1.31
C -1.70 5.29 3.69
C -2.02 2.08 -4.25
C 0.26 -3.60 -6.29
O -0.45 0.76 -0.65
C 1.84 -3.71 -2.11
H 3.04 -2.85 2.99
S -2.26 0.23 3.23
O -3.29 -0.35 4.07
H -2.11 5.66 2.76
C -0.98 1.17 -1.81
H 0.51 -0.35 3.59
C 2.20 -3.43 -0.74
O 1.05 -1.35 -0.75
C -1.95 2.93 -3.16
C -0.72 4.30 3.64
H -0.25 3.86 6.96
C 1.29 -1.06 3.31
C -1.63 5.26 6.09
H 0.97 -2.05 3.66
O -1.74 -0.70 2.19
C 1.70 -2.24 -0.11
N 1.16 -2.77 -2.82
H -2.00 5.61 7.04
H -0.16 -1.81 -5.17
C -0.20 3.80 4.83
H -1.68 0.10 -4.96
O 1.39 -1.02 1.91
C 2.79 -2.99 1.95
C 3.01 -4.33 -0.05
*
```

Atom charges from the natural (NBO) analysis, given in e for atoms 1 to 6: H 0.54; H 0.46; C -0.15; C 0.24; H 0.20; C 0.53



Entry 3:
DFT (wB97M-V/def2-TZVPD) results for C28H21ClN4OPd as an isolated structure.

Computed properties:
ΔE to the lowest compared entry with this formula, charge and spin   0.0 kcal per mole
HOMO   0.050 hartree

```
! wB97M-V def2-TZVPD RIJCOSX def2/J DEFGRID3
* xyz -2 1
H 1.08 3.91 1.65
H 5.22 0.85 -4.24
C 4.63 1.06 -3.36
C 0.82 1.74 1.91
C -3.85 0.64 -4.08
C 0.17 0.74 2.69
H 3.98 -0.97 -3.04
C -2.96 0.05 -1.50
H -1.77 0.91 -4.56
Cl 5.38 3.67 -3.69
H -5.03 -0.23 -1.03
H -0.45 4.50 3.44
H -2.10 0.27 5.19
C 3.94 0.06 -2.69
C -1.07 -1.29 4.08
C 1.84 -3.82 0.48
H -2.18 0.71 0.37
H 0.11 -2.56 2.80
N -1.25 -1.05 -0.15
C 0.60 3.13 2.21
H -1.66 2.78 4.76
O 2.56 -0.75 -1.02
H 2.20 3.12 0.23
C -1.37 -2.29 0.10
C -2.05 0.37 -2.51
H -1.11 -5.20 0.02
C -0.75 1.10 3.74
C -2.45 -0.24 -0.10
C 4.52 2.35 -2.87
C 2.26 2.05 0.07
C 3.16 0.28 -1.55
C -0.17 -1.56 3.09
Pd 1.47 -0.72 0.66
H 3.70 3.65 -1.40
H -5.82 0.29 -3.31
H -4.20 0.86 -5.09
C -0.28 3.44 3.23
N 1.60 1.26 0.91
N 0.45 -0.55 2.40
C -0.24 -4.58 0.17
C 3.05 1.63 -1.05
H 1.49 -6.00 0.33
C -4.76 0.32 -3.09
C -0.23 -3.19 0.21
N 1.04 -2.73 0.41
H 2.90 -3.70 0.65
H -3.25 -0.69 0.51
C -1.38 0.05 4.41
H -1.53 -2.11 4.60
H -0.99 0.37 -2.27
C -2.49 0.66 -3.79
C -4.31 0.03 -1.80
C 3.76 2.63 -1.75
C 1.10 -4.99 0.33
H -2.35 -2.75 0.29
C -0.96 2.48 3.99
*
```

Atom charges from the natural (NBO) analysis, given in e for atoms 1 to 6: H 0.19; H 0.20; C -0.30; C 0.01; C -0.25; C 0.27



Entry 4:
DFT (wB97M-V/def2-TZVPD) results for C28H22AgBrN2O5 as an isolated structure at a distorted geometry.

Computed properties:
ΔE to the lowest compared entry with this formula, charge and spin   11.7 kcal per mole
HOMO   -0.312 hartree

```
! wB97M-V def2-TZVPD RIJCOSX def2/J DEFGRID3
* xyz 0 1
H 3.35 -1.68 -2.77
C 3.51 -0.81 -0.81
H 0.81 -3.41 -5.51
C 0.08 3.49 4.53
O -1.37 -1.50 -2.42
C -2.49 2.98 2.05
H 0.99 -0.71 1.52
H 2.90 4.08 6.26
C 0.95 4.17 5.39
C 2.57 -6.03 -4.36
H -0.75 1.55 1.20
C 2.65 2.47 4.92
C 1.80 1.83 3.98
H -5.52 2.79 -0.37
C -1.38 2.92 2.94
O -1.22 1.72 0.37
C 2.66 -5.70 -3.02
Ag -0.43 0.33 -1.37
C -3.52 2.34 -0.06
O 0.88 -1.42 -3.94
H -4.04 1.03 -2.94
C 1.35 -4.00 -4.75
H -3.37 -0.02 -1.66
C -4.85 3.44 1.63
O -1.05 -3.72 -2.19
C -3.96 0.85 -1.87
H -1.82 4.48 4.29
H -0.13 -1.92 -0.22
C 2.09 -4.52 -2.54
H 3.00 -6.97 -4.69
H 3.17 -6.41 -2.38
C 1.55 -0.87 0.61
H 1.73 -5.51 -6.23
N -0.44 2.03 2.85
C 0.77 -2.39 -2.90
H 0.73 5.13 5.75
H 0.03 -0.91 -3.82
C 0.51 2.33 3.82
C -0.68 -2.58 -2.51
H -4.97 0.76 -1.43
H 3.40 0.03 1.22
H 3.66 2.09 5.04
C 2.87 -0.48 0.43
C -2.41 2.32 0.81
H -3.77 4.06 3.37
C 0.90 -1.58 -0.42
C 2.82 -1.45 -1.81
O -3.25 1.97 -1.34
Br -6.48 4.24 2.33
H 4.57 -0.58 -0.92
H 2.02 -4.37 -1.49
C -4.75 2.83 0.37
C 1.52 -1.84 -1.64
C 2.22 3.63 5.57
C 1.44 -3.67 -3.43
N -1.14 3.81 3.94
C -3.75 3.54 2.44
H 2.15 0.97 3.40
C 1.86 -5.18 -5.19
*
```

Atom charges from the natural (NBO) analysis, given in e for atoms 1 to 6: H 0.24; C -0.19; H 0.23; C 0.17; O -0.90; C -0.16



Entry 5:
DFT (wB97M-V/def2-TZVPD) results for C28H22AlClN7O4S as an isolated structure at a distorted geometry.

Computed properties:
HOMO   -0.378 hartree

```
! wB97M-V def2-TZVPD RIJCOSX def2/J DEFGRID3
* xyz 1 1
C 2.74 2.07 -2.81
H -2.34 -2.64 -1.69
H 0.28 3.07 3.85
O -1.34 -0.62 -3.94
H -0.59 0.01 6.71
C 2.28 3.14 -3.60
H 0.68 3.85 -4.85
H 0.31 2.25 6.17
H -0.58 1.62 2.04
C -1.10 -0.44 4.69
H 2.31 0.10 -2.07
H 5.67 0.03 1.13
H 4.00 4.25 -3.45
C -0.09 1.62 5.39
H 2.37 -3.19 -0.66
N 3.04 4.27 -3.74
C -1.08 0.01 3.37
H -3.96 -4.54 -1.43
N -2.28 0.78 0.06
H 4.81 -3.63 -0.91
C 3.59 -0.42 0.87
Cl 7.05 -2.13 -0.05
O 0.37 -2.04 0.43
C -3.65 -3.54 1.79
C -0.60 0.36 5.69
S -0.31 -0.52 -2.94
C -2.75 -2.92 -0.72
H 3.23 0.48 1.34
C -3.60 2.68 -0.38
C 1.23 -1.10 0.50
C 1.02 3.04 -4.21
C 5.37 -1.83 0.11
C -0.10 2.08 4.08
H -3.37 3.42 -2.40
C -3.08 2.66 -1.68
N -1.04 -0.22 -1.47
C -4.10 -4.28 0.70
H -4.30 3.43 -0.06
H -3.45 1.65 1.51
N -1.55 -0.79 2.31
Al -0.98 -0.74 0.36
C 1.95 0.95 -2.64
C -0.57 1.28 3.06
C -2.77 -2.50 1.55
C 4.94 -0.67 0.74
H 3.72 2.11 -2.36
H 2.78 4.94 -4.43
H -0.74 1.83 -4.50
C -3.14 1.71 0.48
N -2.34 -2.19 0.31
N -2.23 1.76 -2.11
C 0.23 1.92 -4.03
H -3.96 -3.74 2.80
C -3.64 -3.97 -0.57
C -1.87 0.82 -1.24
H -1.49 -1.43 4.90
C 0.70 0.88 -3.23
C 3.10 -2.51 -0.25
C 2.66 -1.35 0.38
C 4.45 -2.74 -0.40
N -2.33 -1.73 2.62
O 0.50 -1.67 -2.66
H -4.80 -5.09 0.85
O 0.75 0.07 0.67
*
```

Atom charges from the natural (NBO) analysis, given in e for atoms 1 to 6: C -0.30; H 0.25; H 0.23; O -0.92; H 0.23; C 0.21



Entry 6:
DFT (wB97M-V/def2-TZVPD) results for C28H22AlClNO5P as an isolated structure at a distorted geometry.

Computed properties:
ΔE to the lowest compared entry with this formula, charge and spin   13.0 kcal per mole
HOMO   -0.274 hartree

```
! wB97M-V def2-TZVPD RIJCOSX def2/J DEFGRID3
* xyz 0 1
C -3.63 -0.95 0.03
Al 1.17 1.23 -0.46
C -0.81 -0.41 4.64
C 2.11 -4.44 -0.66
C -2.77 -3.17 -0.32
H -0.79 -0.27 5.71
H -6.16 -3.17 -0.33
H 3.82 6.76 -1.16
H 2.87 -5.17 -0.87
C 0.78 4.42 -0.61
H -1.94 -3.85 -0.42
H -5.76 -0.76 0.06
O -0.34 2.32 -0.53
H -1.27 4.04 -0.08
C -5.14 -2.79 -0.27
H -2.27 -2.37 2.30
H -0.37 6.25 -0.52
H 0.45 1.36 -3.16
C 0.23 -2.45 -0.14
C -0.33 3.57 -0.39
H 2.67 0.73 -3.40
H 1.16 -2.31 1.78
O 2.26 2.58 -0.74
O 2.32 -0.10 -0.60
H 1.81 -0.80 -3.67
C 0.78 1.07 1.56
C -1.61 -1.40 4.08
C -4.07 -3.64 -0.41
C -4.92 -1.44 -0.05
P -0.88 -1.02 0.05
C 2.07 -3.83 0.58
C 2.74 -0.58 -1.73
H 0.02 -0.01 -2.37
C 1.99 0.01 -2.95
C -0.86 -0.80 1.87
C -1.64 -1.59 2.71
C 0.61 5.82 -0.64
C 3.16 4.74 -0.97
C -0.05 0.39 3.81
C -0.05 0.21 2.43
C -2.54 -1.81 -0.10
C 1.20 -4.08 -1.64
C 2.98 6.10 -1.01
C 1.15 -2.83 0.83
O 3.63 -1.38 -1.88
C 1.70 6.64 -0.86
C 2.08 3.87 -0.78
H -4.24 -4.70 -0.58
H -0.43 -2.79 -2.16
Cl 1.48 8.35 -0.95
H -2.20 -2.04 4.72
O 1.51 1.93 2.04
N 0.77 0.67 -2.49
C 0.27 -3.09 -1.39
H 1.24 -4.53 -2.62
H 4.15 4.31 -1.07
H 2.77 -4.11 1.35
H -3.44 0.10 0.20
H 0.58 1.18 4.22
*
```

Atom charges from the natural (NBO) analysis, given in e for atoms 1 to 6: C -0.15; Al 1.81; C -0.21; C -0.20; C -0.22; H 0.21



Entry 7:
DFT (wB97M-V/def2-TZVPD) results for C28H22BF7N5OsS as an isolated structure at a distorted geometry.

Computed properties:
ΔE to the lowest compared entry with this formula, charge and spin   0.0 kcal per mole
HOMO (alpha / beta)   -0.410 / -0.407 hartree

```
! wB97M-V def2-TZVPD RIJCOSX def2/J DEFGRID3
* xyz 1 1
N 1.11 -2.40 0.36
H -1.04 -0.44 5.82
H -0.61 -3.34 1.02
F 3.84 4.31 -5.77
H -5.86 0.09 4.51
C -0.76 -0.72 -1.85
H 0.28 -0.83 -2.12
C -1.75 -0.63 -2.80
C 2.33 -2.54 -0.18
Os 0.38 -0.46 1.01
H 4.23 0.53 -2.70
H -1.50 -0.64 -3.85
H 0.16 -5.61 0.42
H 2.91 -1.65 -0.31
H -3.72 1.76 0.39
H 1.92 -7.07 -0.42
C 2.82 -3.78 -0.54
C 4.28 2.48 -3.58
C -5.32 2.02 1.79
H -4.36 -0.40 -0.65
C 1.93 0.27 0.09
C 3.92 1.57 -2.62
H -5.69 2.92 1.31
H 4.88 2.17 -4.43
S 1.20 -0.98 3.05
F 0.24 3.70 1.05
H 3.81 -3.85 -0.98
F 3.74 5.98 -4.39
C 0.80 -4.76 0.24
C -0.31 -0.74 3.95
C -4.31 -0.23 3.08
N -0.21 -0.66 5.29
F -1.64 2.83 2.07
B -0.45 2.59 1.44
N -1.48 -0.67 3.39
H -6.77 2.08 3.37
F 0.37 1.73 2.26
F -0.67 1.73 0.29
C -4.22 1.36 1.26
C 2.56 1.05 -0.63
F 5.59 4.89 -4.64
H -3.88 -0.46 -3.09
N -1.02 -0.68 -0.54
C -3.07 -0.52 -2.37
H 2.79 5.26 -2.32
C 3.10 4.23 -2.40
N -1.44 -0.74 2.03
C -3.71 0.23 1.90
H 2.64 -6.31 -1.85
H 3.57 -6.43 -0.36
H 2.11 3.62 -0.58
C -3.34 -0.48 -1.01
H -3.93 -1.11 3.57
C 3.11 1.97 -1.55
C 2.57 -6.27 -0.76
C -5.91 1.56 2.96
C 2.06 -4.93 -0.34
C -2.30 -0.52 -0.11
C -5.41 0.44 3.60
H 0.68 -0.57 5.73
C 4.26 4.76 -4.57
C 0.37 -3.49 0.57
C 3.86 3.81 -3.47
C -2.49 -0.39 1.35
C 2.73 3.32 -1.43
*
```

Atom charges from the natural (NBO) analysis, given in e for atoms 1 to 6: N -0.39; H 0.42; H 0.22; F -0.32; H 0.23; C 0.08



Entry 8:
DFT (wB97M-V/def2-TZVPD) results for C28H22ClF5FeNO3SSi as an isolated structure at a distorted geometry.

Computed properties:
Expectation value of S²   8.795
ΔE to the lowest compared entry with this formula, charge and spin   32.2 kcal per mole
HOMO (alpha / beta)   -0.284 / -0.286 hartree

```
! wB97M-V def2-TZVPD RIJCOSX def2/J DEFGRID3
* xyz 0 6
H 5.79 0.14 -0.77
Cl 6.21 2.71 -1.87
H -0.09 1.44 5.55
H 1.95 -1.40 1.19
C -4.45 2.90 0.78
H 3.47 3.40 -2.23
C 0.10 -1.89 2.08
C 0.00 -3.92 3.35
H 3.09 -3.43 2.07
C 1.34 -4.15 3.07
C -0.72 0.30 2.43
H -0.56 -4.62 3.95
C 2.35 1.69 -1.58
C -1.63 2.51 2.74
F -1.06 -1.86 -5.44
C -0.47 1.43 4.54
H -1.66 -2.58 3.08
C 0.27 -3.67 -4.77
C 1.10 2.29 -1.91
C 0.85 -4.43 -3.76
F 0.49 -4.00 -6.05
H -1.84 4.69 -1.15
H -5.04 3.65 0.26
C 3.69 -0.16 -0.74
H -0.74 4.02 0.04
H 3.76 -1.16 -0.33
H -5.05 2.00 0.83
H 1.82 -5.04 3.46
C -0.54 -2.59 -4.45
O -0.51 -0.75 1.56
C -0.81 -2.25 -3.12
C -0.20 -3.02 -2.12
C -1.79 4.21 -0.18
H 1.18 3.24 -2.45
H 0.28 -0.54 4.13
N -1.86 1.33 0.62
C -1.17 2.52 4.03
F -0.44 -2.66 -0.84
F 1.22 -4.80 -1.45
C 2.39 0.36 -1.02
H -3.62 0.92 -1.83
F 1.62 -5.48 -4.06
H -1.34 3.38 4.65
Si -2.80 2.58 -0.15
C 4.75 1.84 -1.54
C -0.63 -2.78 2.86
C 4.82 0.55 -0.99
C 2.05 -3.26 2.29
H -4.31 3.25 1.80
C 0.63 -4.09 -2.42
S -1.87 -0.96 -2.71
O 1.35 -0.33 -0.79
C -0.26 0.31 3.74
H -3.95 2.56 -2.36
H -2.15 3.36 2.34
Fe -0.82 -0.06 -0.73
C 3.54 2.40 -1.82
C -1.43 1.40 1.88
C 1.43 -2.12 1.80
H -2.15 4.93 0.55
O -0.02 1.85 -1.67
C -3.22 1.93 -1.87
H -2.34 1.90 -2.51
*
```

Atom charges from the natural (NBO) analysis, given in e for atoms 1 to 6: H 0.22; Cl -0.01; H 0.22; H 0.25; C -1.10; H 0.22